The following is a quantum chemistry calculation of C5H10O2 in the gas phase at a distorted geometry, from the OMol25 dataset.

Computed properties:
E_LUMO (alpha / beta): 0.77 / 0.75 eV
Kohn-Sham gap (alpha / beta): 7.663 / 8.098 eV
ΔE to the lowest compared entry with this formula, charge and spin: 5.4037 eV
HOMO energy (alpha / beta): -6.9 / -7.3 eV
molar mass: 102.13 g mol⁻¹

Structure (XYZ):
```
17
C5H10O2 (ωB97M-V/def2-TZVPD)
O 1.068 -0.758 -0.464
O -0.662 -2.255 -0.560
C -1.515 0.534 -0.009
C -0.054 -1.272 0.167
C -1.038 -0.410 1.035
C -0.609 1.625 -0.619
C 2.119 -0.181 0.264
H 0.185 1.141 -1.278
H 3.127 -0.595 0.224
H 1.742 -0.325 1.273
H -2.000 -0.956 1.435
H 2.233 0.926 0.042
H 0.010 2.181 0.073
H -0.559 0.070 1.955
H -0.616 -2.143 -1.503
H -1.138 2.242 -1.394
H -2.293 0.175 -0.639
```

Here are the Mulliken charges for atoms 1 to 4, given in e: -0.35 -0.44 -0.49 0.10

=====

The following is a quantum chemistry calculation of a molecular structure, C5H10O2 at a distorted geometry, from the OMol25 dataset.

Computed properties:
E_LUMO: 0.84 eV
Kohn-Sham gap: 9.950 eV
ΔE to the lowest compared entry with this formula, charge and spin: 4.1263 eV
HOMO energy: -9.1 eV
molar mass: 102.13 g mol⁻¹

Structure (XYZ):
```
17
C5H10O2 (ωB97M-V/def2-TZVPD)
O -2.529 0.816 -0.239
O 2.237 -0.273 -0.358
C 0.172 -0.197 1.149
C 1.581 0.032 1.369
C -0.163 0.311 -0.222
C 1.077 -0.345 -1.092
C -1.533 -0.033 -0.786
H 0.019 1.389 -0.286
H -0.236 -1.191 1.377
H -1.484 0.074 -1.882
H 0.780 -1.381 -1.367
H 1.071 0.270 -2.014
H 1.886 1.067 1.306
H -1.758 -1.092 -0.572
H -3.355 0.653 -0.713
H 2.008 -0.554 2.195
H 0.226 0.453 2.137
```

Here are the Mulliken charges for atoms 1 to 4, given in e: -0.52 -0.55 -0.33 -0.60

=====

The following is a quantum chemistry calculation of 2 unconnected molecules or ions with the total composition C5H10O2, from the OMol25 dataset.

Computed properties:
E_LUMO: 0.70 eV
Kohn-Sham gap: 9.464 eV
ΔE to the lowest compared entry with this formula, charge and spin: 1.9449 eV
SMILES string: CCC=O.C=CO
HOMO energy: -8.8 eV
molar mass: 102.13 g mol⁻¹

Structure (XYZ):
```
17
C5H10O2 (ωB97M-V/def2-TZVPD)
O 0.593 -0.568 -1.266
O -1.299 1.273 -2.112
C -2.416 0.934 -1.434
C 0.628 -0.201 -0.108
C -2.677 -0.219 -0.814
C 2.418 0.087 1.613
C 1.429 -0.883 0.961
H 2.974 -0.413 2.411
H 0.721 -1.251 1.717
H 1.934 -1.744 0.515
H 3.141 0.462 0.880
H -3.622 -0.350 -0.299
H -3.132 1.753 -1.436
H 0.045 0.688 0.210
H 1.901 0.948 2.051
H -0.650 0.542 -2.056
H -1.987 -1.058 -0.830
```

Here are the Mulliken charges for atoms 1 to 4, given in e: -0.59 -0.49 0.00 0.21

=====

The following is a quantum chemistry calculation of C5H10O2 in the gas phase at a distorted geometry, from the OMol25 dataset.

Computed properties:
E_LUMO: 1.02 eV
Kohn-Sham gap: 10.906 eV
ΔE to the lowest compared entry with this formula, charge and spin: 2.0272 eV
SMILES string: C[C@@H]1OCC[C@H]1O
HOMO energy: -9.9 eV
molar mass: 102.13 g mol⁻¹

Structure (XYZ):
```
17
C5H10O2 (ωB97M-V/def2-TZVPD)
O 0.527 1.740 1.088
O -0.367 -1.264 -0.508
C 2.006 -0.900 -0.348
C 0.637 -0.546 0.188
C 0.226 0.913 -0.009
C -1.376 0.818 -0.138
C -1.594 -0.692 -0.099
H -2.377 -1.042 -0.769
H -2.011 1.308 0.643
H -0.430 1.791 1.216
H 0.643 1.327 -0.936
H -1.681 1.293 -1.071
H 0.580 -0.769 1.271
H 2.067 -0.637 -1.409
H -1.833 -1.022 0.927
H 2.201 -1.971 -0.242
H 2.779 -0.347 0.197
```

Here are the Mulliken charges for atoms 1 to 4, given in e: -0.54 -0.42 -1.45 0.28

=====

The following is a quantum chemistry calculation of C5H10O2 in the gas phase, from the OMol25 dataset.

Computed properties:
E_LUMO: 0.93 eV
Kohn-Sham gap: 10.755 eV
ΔE to the lowest compared entry with this formula, charge and spin: 1.3158 eV
SMILES string: CC[C@@H](O)CC=O
HOMO energy: -9.8 eV
molar mass: 102.13 g mol⁻¹

Structure (XYZ):
```
17
C5H10O2 (ωB97M-V/def2-TZVPD)
O -0.128 1.355 -0.784
O -2.766 1.800 1.314
C 1.869 -0.960 -1.211
C 0.470 -1.005 -0.604
C -1.102 0.089 1.053
C -1.639 1.420 1.525
C 0.104 0.288 0.125
H 2.034 -1.793 -1.900
H -0.926 1.144 -1.291
H 2.633 -1.011 -0.426
H 2.017 -0.027 -1.765
H -0.802 -0.515 1.923
H -1.909 -0.440 0.529
H 0.378 -1.848 0.093
H -0.285 -1.175 -1.387
H 0.964 0.626 0.719
H -0.914 2.052 2.087
```

Here are the Mulliken charges for atoms 1 to 4, given in e: -0.54 -0.48 -1.23 -0.43

=====

The following is a quantum chemistry calculation of a molecular structure, C5H10O2, from the OMol25 dataset.

Computed properties:
E_LUMO: -0.07 eV
Kohn-Sham gap: 7.909 eV
ΔE to the lowest compared entry with this formula, charge and spin: 5.3192 eV
HOMO energy: -8.0 eV
molar mass: 102.13 g mol⁻¹

Structure (XYZ):
```
17
C5H10O2 (ωB97M-V/def2-TZVPD)
O -1.779 -0.523 -1.419
O 0.392 1.314 2.632
C 0.258 -0.212 0.602
C -0.889 0.391 1.174
C 0.507 -0.092 -0.887
C 1.137 1.175 1.577
C -0.450 -0.966 -1.700
H 0.377 0.956 -1.203
H 1.544 -0.373 -1.125
H -2.395 -1.212 -1.709
H -1.425 -0.021 2.026
H 2.221 0.946 1.736
H 1.043 1.879 0.723
H -1.361 1.238 0.674
H 0.568 -1.157 1.058
H -0.308 -2.022 -1.410
H -0.223 -0.874 -2.777
```

Here are the Mulliken charges for atoms 1 to 4, given in e: -0.51 -0.66 -0.12 -0.37

=====

The following is a quantum chemistry calculation of 2 unconnected molecules or ions with the total composition C5H10O2 at a distorted geometry, from the OMol25 dataset.

Computed properties:
E_LUMO (alpha / beta): 0.83 / 0.73 eV
Kohn-Sham gap (alpha / beta): 8.219 / 7.953 eV
ΔE to the lowest compared entry with this formula, charge and spin: 4.4131 eV
HOMO energy (alpha / beta): -7.4 / -7.2 eV
molar mass: 102.13 g mol⁻¹

Structure (XYZ):
```
17
C5H10O2 (ωB97M-V/def2-TZVPD)
O -0.019 -1.920 0.132
O 0.170 1.272 0.918
C -0.994 1.277 0.326
C 1.425 0.272 -1.870
C -0.479 -0.943 1.059
C -1.640 -0.050 0.524
C 0.523 0.107 1.434
H 0.355 -1.459 -0.630
H 1.974 -0.412 -1.215
H -2.433 0.016 1.281
H -0.807 -1.544 1.910
H 2.024 1.174 -2.006
H -2.083 -0.481 -0.381
H 1.248 -0.203 -2.837
H -1.364 2.228 -0.024
H 0.470 0.567 -1.425
H 1.551 0.021 1.751
```

Here are the Mulliken charges for atoms 1 to 4, given in e: -0.55 -0.26 -0.40 -0.97

=====

The following is a quantum chemistry calculation of 2 unconnected molecules or ions with the total composition C5H10O2, from the OMol25 dataset.

Computed properties:
E_LUMO: 0.98 eV
Kohn-Sham gap: 9.786 eV
ΔE to the lowest compared entry with this formula, charge and spin: 4.4284 eV
SMILES string: CO[C@H]1C/C1=C/O.[H][H]
HOMO energy: -8.8 eV
molar mass: 102.13 g mol⁻¹

Structure (XYZ):
```
17
C5H10O2 (ωB97M-V/def2-TZVPD)
O 1.303 0.512 -0.546
O -1.859 1.109 -1.849
C -0.982 0.224 0.159
C -1.887 0.920 -0.505
C 2.595 0.352 -0.011
C -0.245 -0.062 1.396
C 0.353 -0.339 0.013
H 0.479 -1.396 -0.250
H -0.999 0.791 -2.166
H 3.239 1.060 -0.538
H -2.239 -2.538 -0.256
H -2.225 -1.793 -0.261
H -2.751 1.392 -0.047
H -0.509 -0.929 2.002
H 2.977 -0.668 -0.165
H 2.609 0.578 1.064
H 0.141 0.787 1.958
```

Here are the Mulliken charges for atoms 1 to 4, given in e: -0.33 -0.51 -0.04 -0.06

=====

The following is a quantum chemistry calculation of C5H10O2 in the gas phase, from the OMol25 dataset.

Computed properties:
E_LUMO: 0.98 eV
Kohn-Sham gap: 10.846 eV
ΔE to the lowest compared entry with this formula, charge and spin: 1.4810 eV
SMILES string: CC[C@@H](O)CC=O
HOMO energy: -9.9 eV
molar mass: 102.13 g mol⁻¹

Structure (XYZ):
```
17
C5H10O2 (ωB97M-V/def2-TZVPD)
O -1.031 0.789 -3.233
O -0.051 1.644 -0.302
C -0.378 -0.526 -1.336
C 1.112 -0.228 0.734
C -1.340 0.267 -2.186
C -0.139 0.248 -0.028
C 0.942 -0.333 2.252
H 0.417 -1.252 2.546
H 1.918 -0.326 2.749
H 0.374 0.519 2.643
H 0.556 -0.654 -1.897
H -2.361 0.385 -1.760
H 0.570 1.768 -1.036
H 1.869 0.533 0.514
H -0.787 -1.522 -1.117
H -1.035 0.165 0.602
H 1.493 -1.172 0.323
```

Here are the Mulliken charges for atoms 1 to 4, given in e: -0.48 -0.56 -0.68 -0.41

=====

The following is a quantum chemistry calculation of C5H10O2 in the gas phase, from the OMol25 dataset.

Computed properties:
E_LUMO: 0.87 eV
Kohn-Sham gap: 10.404 eV
ΔE to the lowest compared entry with this formula, charge and spin: 1.8067 eV
SMILES string: OC[C@H]1CCOC1
HOMO energy: -9.5 eV
molar mass: 102.13 g mol⁻¹

Structure (XYZ):
```
17
C5H10O2 (ωB97M-V/def2-TZVPD)
O 0.421 -0.118 2.036
O -1.468 0.145 -2.177
C 0.861 -1.281 1.359
C -0.731 0.979 -1.303
C 0.607 -1.066 -0.151
C -0.331 0.150 -0.102
C 0.310 0.889 1.065
H 1.908 -1.431 1.623
H 0.101 1.456 -1.830
H 1.316 1.284 0.820
H -1.288 -0.272 0.229
H -0.262 1.692 1.521
H 0.143 -1.946 -0.598
H -1.356 1.802 -0.911
H 0.302 -2.139 1.734
H -2.081 0.713 -2.651
H 1.548 -0.856 -0.663
```

Here are the Mulliken charges for atoms 1 to 4, given in e: -0.40 -0.51 -0.41 -0.75

=====

The following is a quantum chemistry calculation of 2 unconnected molecules or ions with the total composition C5H10O2 at a distorted geometry, from the OMol25 dataset.

Computed properties:
E_LUMO: 0.68 eV
Kohn-Sham gap: 8.787 eV
ΔE to the lowest compared entry with this formula, charge and spin: 3.6446 eV
SMILES string: C=C/C(O)=C/C.O
HOMO energy: -8.1 eV
molar mass: 102.13 g mol⁻¹

Structure (XYZ):
```
17
C5H10O2 (ωB97M-V/def2-TZVPD)
O 0.365 -0.113 -0.970
O -0.636 1.060 -3.472
C 0.506 -0.183 0.418
C -0.580 0.132 1.155
C -1.922 0.495 0.591
C 1.902 -1.372 1.894
C 1.818 -0.714 0.747
H -2.598 0.559 1.428
H -1.781 1.563 0.194
H 2.636 -2.066 2.132
H 2.606 -0.277 0.076
H -0.054 0.796 -1.169
H 1.164 -1.300 2.588
H -0.428 0.230 2.225
H -0.029 1.169 -4.269
H -0.741 -0.003 -3.294
H -2.229 0.023 -0.273
```

Here are the Mulliken charges for atoms 1 to 4, given in e: -0.53 -0.67 0.59 -0.15

=====

The following is a quantum chemistry calculation of a molecular structure, C5H10O2 at a distorted geometry, from the OMol25 dataset.

Computed properties:
E_LUMO: 1.11 eV
Kohn-Sham gap: 10.769 eV
ΔE to the lowest compared entry with this formula, charge and spin: 4.0834 eV
HOMO energy: -9.7 eV
molar mass: 102.13 g mol⁻¹

Structure (XYZ):
```
17
C5H10O2 (ωB97M-V/def2-TZVPD)
O -0.290 -0.556 -0.987
O -0.286 0.729 0.897
C 0.985 -0.759 -0.475
C -2.389 0.390 -0.323
C 0.601 -0.280 1.364
C 1.947 0.387 -0.740
C -1.061 -0.156 0.124
H -3.048 0.523 0.535
H -2.844 -0.311 -1.028
H 1.582 0.034 1.663
H -2.271 1.356 -0.828
H 1.907 0.786 -1.761
H 2.969 0.051 -0.538
H -0.948 -1.063 0.787
H 1.360 -1.703 -0.930
H 1.689 1.207 -0.069
H 0.096 -0.636 2.309
```

Here are the Mulliken charges for atoms 1 to 4, given in e: -0.42 -0.40 0.25 -1.29